Record 1
C31H57B3N2O8 | ωB97M-V/def2-TZVPD

Each line ends with the Löwdin charge.
Positions of all 101 atoms, in Å:
C (0.1213, 2.5048, 1.9280)  -0.12
C (1.5785, 1.7500, 1.8540)  -0.18
C (3.0442, 2.4759, 1.7111)  -0.03
C (4.4745, 1.6122, 1.6826)  -0.02
C (4.4584, -0.0203, 1.8310)  -0.14
C (5.7962, -0.9904, 1.8241)  -0.06
B (5.6505, -2.0364, 0.5383)  -0.35
O (5.2436, -1.5621, -0.8283)  0.15
B (4.1177, -2.4034, -1.3425)  -0.35
C (3.4483, -1.9648, -2.8169)  -0.10
C (2.5365, -0.6148, -2.6329)  -0.19
C (1.5645, -0.2805, -3.9457)  -0.19
C (0.0065, -0.0941, -3.4127)  -0.22
C (-0.9682, 0.6810, -4.5138)  -0.21
C (-1.5635, 2.1124, -3.9852)  -0.21
C (-2.7763, 2.0123, -2.8915)  -0.21
C (-3.6350, 0.6181, -2.9133)  -0.20
C (-3.1811, -0.4971, -1.7949)  -0.21
C (-3.0248, 0.0779, -0.2676)  -0.20
C (-2.3860, -1.1826, 0.6272)  -0.17
C (-3.1162, -1.3524, 2.0916)  -0.16
N (-3.3193, -2.8679, 2.2812)  -0.21
C (-2.2348, -3.8339, 2.7311)  -0.05
C (-3.0242, -5.2904, 2.7072)  -0.08
C (-4.5843, -4.9794, 2.2018)  -0.09
C (-4.7063, -3.3652, 1.9396)  -0.05
O (3.6092, -3.5895, -0.6155)  0.17
B (4.6049, -4.1291, 0.3313)  -0.31
C (4.1805, -5.5420, 1.1257)  -0.04
O (4.5524, -6.7312, 0.3126)  -0.16
N (4.5510, -7.7953, 1.1629)  -0.05
O (5.6853, -8.2723, 1.2249)  0.04
O (5.9143, -3.4964, 0.6595)  0.17
C (2.9928, -0.7843, 1.9606)  0.00
C (1.5901, 0.0875, 1.9715)  -0.01
H (0.1413, 3.5170, 1.3121)  0.08
H (-0.7360, 1.7904, 1.5059)  0.07
H (-0.1995, 2.8098, 3.0356)  0.09
H (3.0603, 3.6640, 1.6194)  0.09
H (5.4718, 2.2132, 1.5650)  0.08
H (5.8512, -1.5916, 2.8472)  0.13
H (6.7665, -0.3380, 1.7782)  0.12
H (4.3430, -1.7460, -3.5429)  0.12
H (2.8534, -2.9128, -3.1945)  0.12
H (1.7719, -0.8425, -1.7463)  0.12
H (3.1460, 0.3550, -2.3816)  0.12
H (1.9297, 0.6537, -4.5604)  0.10
H (1.5607, -1.2782, -4.5877)  0.12
H (-0.4332, -1.2013, -3.3449)  0.11
H (-0.0653, 0.3460, -2.3310)  0.11
H (-1.7780, -0.0513, -4.9707)  0.10
H (-0.2438, 0.9426, -5.4261)  0.11
H (-1.8491, 2.7822, -4.9012)  0.11
H (-0.6570, 2.6630, -3.4370)  0.11
H (-2.3316, 2.3107, -1.8483)  0.10
H (-3.5481, 2.8802, -3.1694)  0.11
H (-3.7024, 0.0885, -3.9585)  0.10
H (-4.7574, 0.9166, -2.6357)  0.11
H (-2.2166, -1.1027, -2.0629)  0.09
H (-4.0662, -1.2973, -1.7561)  0.12
H (-4.0950, 0.3210, 0.1724)  0.11
H (-2.2672, 0.9602, -0.1397)  0.08
H (-1.2492, -0.8952, 0.8452)  0.09
H (-2.3800, -2.1816, -0.0049)  0.12
H (-4.1192, -0.7554, 2.1748)  0.12
H (-2.3641, -1.0177, 2.9238)  0.10
H (-1.0957, -3.6268, 3.0048)  0.11
H (-2.5478, -6.3455, 2.9878)  0.08
H (-5.4657, -5.7365, 2.0400)  0.07
H (-5.5828, -2.6884, 1.5545)  0.11
H (4.6806, -5.6430, 2.1796)  0.13
H (2.9930, -5.5523, 1.2237)  0.14
H (2.9048, -1.9603, 2.0463)  0.10
H (0.5591, -0.4631, 2.0657)  0.07
C (4.2718, 3.4764, -3.9552)  -0.09
C (2.8884, 4.0367, -4.2135)  -0.33
O (2.0428, 3.7715, -3.1041)  -0.10
H (4.2233, 2.3964, -3.7816)  0.06
H (4.9350, 3.6685, -4.8032)  0.08
H (4.7094, 3.9239, -3.0568)  0.07
H (2.4460, 3.5709, -5.0990)  0.11
H (2.9269, 5.1183, -4.3752)  0.11
H (2.4400, 4.1963, -2.3245)  0.09
C (-2.2756, 1.5151, 6.3239)  -0.09
C (-2.2166, 0.2410, 5.5070)  -0.33
O (-0.9275, 0.0941, 4.9299)  -0.11
H (-2.0538, 2.3849, 5.6969)  0.07
H (-3.2646, 1.6456, 6.7721)  0.08
H (-1.5262, 1.4986, 7.1220)  0.07
H (-2.9517, 0.2710, 4.6973)  0.10
H (-2.4245, -0.6345, 6.1296)  0.11
H (-0.2828, 0.0600, 5.6573)  0.09
C (-5.0932, 5.1602, 0.3890)  -0.09
C (-5.0175, 3.7731, -0.2147)  -0.32
O (-4.0200, 3.0097, 0.4475)  -0.11
H (-4.1272, 5.6692, 0.3061)  0.08
H (-5.8546, 5.7633, -0.1135)  0.08
H (-5.3339, 5.1058, 1.4557)  0.07
H (-4.7551, 3.8310, -1.2752)  0.10
H (-5.9759, 3.2528, -0.1241)  0.11
H (-4.2666, 2.9571, 1.3869)  0.09

## Properties
**Molecular weight**: 618.239 g mol⁻¹
**HOMO level**: -7.7 eV
**Structure (SMILES)**: Cc1ccc(CB2OB(CCCCCCCCCCCCn3cccc3)OB(CON=O)O2)cc1.CCO.CCO.CCO
**Gap between HOMO and LUMO**: 0.27615 Ha

Record 2
C31H57BO12SSi | ωB97M-V/def2-TZVPD

Each line ends with the Löwdin charge.
Positions of all 103 atoms, in Å:
C (-1.7015, 3.6060, -0.1397)  -0.09
O (-2.2716, 2.5626, 0.6370)  -0.04
B (-1.3420, 1.9185, 1.4540)  -0.65
O (-0.9504, 2.5381, 2.6288)  0.11
Si (-0.6232, 0.1555, 0.8520)  0.50
S (0.8533, 0.6088, -0.6834)  0.59
C (0.0845, -0.9182, 2.2374)  -0.27
C (1.3802, -0.4326, 2.9313)  -0.25
C (2.6741, -0.5336, 2.0855)  -0.21
C (3.2547, 0.8891, 1.8526)  -0.18
C (4.1214, 0.9852, 0.6101)  -0.19
O (5.2635, 1.8571, 0.8565)  -0.03
C (6.0123, 1.8996, -0.2978)  -0.49
C (5.5743, 2.8423, -1.4039)  0.03
O (6.9835, 1.1802, -0.4191)  0.10
C (-2.0789, -0.7969, 0.0282)  -0.20
C (-1.7422, -0.9898, -1.4380)  -0.36
C (-2.0589, -0.0258, -2.3689)  -0.09
C (-1.6824, -0.2251, -3.6710)  -0.12
C (-1.0351, -1.3725, -4.0284)  -0.11
C (-0.7520, -2.3429, -3.1158)  -0.08
C (-1.1059, -2.1413, -1.8042)  -0.07
H (-0.9043, 3.2555, -0.8013)  0.07
H (-1.3499, 4.4265, 0.4946)  0.09
H (-2.4752, 4.0290, -0.7819)  0.09
H (-0.0497, 2.8725, 2.5290)  0.10
H (1.0138, 1.9428, -0.5872)  -0.17
H (-0.6903, -0.9609, 3.0133)  0.08
H (0.1691, -1.9446, 1.8657)  0.08
H (1.5170, -1.0727, 3.8086)  0.10
H (1.2977, 0.5915, 3.3117)  0.07
H (2.5157, -1.0255, 1.1263)  0.08
H (3.4606, -1.0715, 2.6193)  0.11
H (3.7804, 1.2048, 2.7517)  0.13
H (2.3965, 1.5491, 1.7054)  0.08
H (4.4718, -0.0047, 0.2963)  0.13
H (3.5882, 1.4083, -0.2427)  0.08
H (6.1372, 3.7726, -1.3727)  0.09
H (4.5210, 3.0713, -1.2367)  0.08
H (5.7076, 2.3374, -2.3560)  0.09
H (-2.1780, -1.7864, 0.4931)  0.05
H (-3.0240, -0.2657, 0.1528)  0.09
H (-2.5661, 0.8577, -1.9982)  0.12
H (-1.9014, 0.5557, -4.3908)  0.11
H (-0.7604, -1.4995, -5.0685)  0.10
H (-0.2425, -3.2446, -3.4258)  0.11
H (-0.8705, -2.9238, -1.0929)  0.12
C (8.9878, -0.2727, -2.2576)  -0.06
C (8.5808, -0.7740, -3.6261)  -0.23
O (9.7023, -0.8926, -4.5101)  0.00
C (10.4899, -1.9810, -4.5668)  -0.53
C (10.3924, -3.0196, -3.4731)  0.01
O (11.3023, -2.0729, -5.4450)  0.10
H (9.6659, -0.9694, -1.7618)  0.07
H (8.1141, -0.1321, -1.6244)  0.05
H (9.5138, 0.6785, -2.3433)  0.09
H (8.0276, -1.7135, -3.5763)  0.11
H (7.9178, -0.0489, -4.0968)  0.12
H (11.1251, -2.7897, -2.7009)  0.09
H (10.6245, -3.9902, -3.9053)  0.09
H (9.4054, -3.1005, -3.0239)  0.07
C (-1.2400, 3.9803, 8.2244)  -0.06
C (-1.7155, 3.3936, 6.9113)  -0.23
O (-0.6421, 3.2492, 5.9790)  0.00
C (0.1666, 2.1779, 5.9378)  -0.52
C (0.1594, 1.1983, 7.0871)  0.02
O (0.9315, 2.0587, 5.0204)  0.09
H (-0.5210, 3.3269, 8.7195)  0.07
H (-2.0815, 4.1403, 8.8991)  0.08
H (-0.7411, 4.9342, 8.0524)  0.08
H (-2.2439, 2.4485, 7.0447)  0.11
H (-2.4191, 4.0777, 6.4396)  0.12
H (0.9285, 1.4866, 7.8025)  0.10
H (0.3928, 0.2115, 6.6935)  0.09
H (-0.7984, 1.1177, 7.5958)  0.07
C (-7.1484, -3.9445, 0.8248)  -0.06
C (-6.2017, -3.1487, -0.0493)  -0.23
O (-4.9049, -3.0298, 0.5555)  0.01
C (-3.9434, -3.9488, 0.4271)  -0.52
C (-4.2856, -5.3087, -0.1295)  0.02
O (-2.8369, -3.6949, 0.8287)  0.08
H (-6.8039, -4.9705, 0.9630)  0.07
H (-8.1431, -3.9719, 0.3799)  0.08
H (-7.2184, -3.4942, 1.8158)  0.08
H (-6.1241, -3.5502, -1.0568)  0.11
H (-6.5680, -2.1317, -0.1545)  0.12
H (-4.5239, -5.9789, 0.6955)  0.10
H (-3.4136, -5.6899, -0.6562)  0.09
H (-5.1074, -5.3006, -0.8413)  0.07
C (-7.2278, 2.3740, -4.5672)  -0.06
C (-6.8439, 1.9122, -3.1768)  -0.23
O (-7.1672, 0.5346, -2.9705)  0.00
C (-6.3524, -0.4775, -3.3191)  -0.52
C (-5.1769, -0.2047, -4.2227)  0.01
O (-6.6221, -1.5907, -2.9591)  0.10
H (-6.6744, 1.8346, -5.3363)  0.07
H (-7.0306, 3.4400, -4.6844)  0.08
H (-8.2875, 2.1908, -4.7462)  0.08
H (-5.7937, 2.1026, -2.9501)  0.11
H (-7.4248, 2.4609, -2.4370)  0.12
H (-5.4798, -0.3749, -5.2556)  0.10
H (-4.3794, -0.8977, -3.9666)  0.08
H (-4.7646, 0.7965, -4.1228)  0.07

## Properties
**Molecular weight**: 692.750 g mol⁻¹
**HOMO level**: -8.4 eV
**Structure (SMILES)**: COB(O)[Si@@](S)(CCCCCOC(C)=O)Cc1ccccc1.CCOC(C)=O.CCOC(C)=O.CCOC(C)=O.CCOC(C)=O
**Gap between HOMO and LUMO**: 0.32061 Ha

Record 3
C31H57CdN4O2P2 | ωB97M-V/def2-TZVPD

Each line ends with the Löwdin charge.
Positions of all 97 atoms, in Å:
C (3.1113, 0.6063, -0.3901)  -0.38
C (2.4070, 1.0610, 1.8158)  -0.38
C (4.4408, 0.8890, -0.0664)  -0.08
C (3.7663, 1.2461, 2.1954)  -0.04
C (4.7806, 1.1765, 1.2554)  -0.07
H (5.1910, 0.8582, -0.8464)  0.10
H (3.9633, 1.4632, 3.2422)  0.11
H (5.8217, 1.3503, 1.5317)  0.11
N (2.1416, 0.6909, 0.5183)  0.00
P (1.3659, -1.0514, -1.9377)  1.07
P (-0.3740, 1.3456, 2.1998)  0.98
C (2.7335, 0.2145, -1.8253)  -0.27
H (2.3837, 1.1186, -2.3490)  0.07
H (3.6063, -0.1314, -2.3991)  0.08
C (-2.4758, -0.6176, -0.3814)  -0.05
O (-3.5830, -0.7690, -0.6320)  0.11
C (1.3120, 1.2802, 2.7132)  -0.31
H (1.5679, 1.4214, 3.7641)  0.05
C (-0.7297, 3.1895, 1.9079)  -0.68
C (-1.5513, 0.6450, 3.5277)  -0.68
C (0.5689, -1.0191, -3.6854)  -0.67
C (2.2814, -2.6695, -1.5728)  -0.68
C (-1.9796, 3.3536, 1.0252)  -0.11
H (-2.8932, 3.0668, 1.5529)  0.06
H (-2.0865, 4.4105, 0.7346)  0.09
H (-1.9083, 2.7582, 0.1109)  0.03
C (-0.9132, 3.9369, 3.2329)  -0.10
H (-1.8336, 3.6663, 3.7572)  0.06
H (-0.0634, 3.7880, 3.9070)  0.08
H (-0.9773, 5.0165, 3.0295)  0.09
C (0.4878, 3.8021, 1.1831)  -0.11
H (0.2713, 4.8463, 0.8903)  0.08
H (1.3684, 3.8178, 1.8422)  0.08
H (0.7388, 3.2363, 0.2770)  0.04
C (-3.0091, 1.0387, 3.2299)  -0.09
H (-3.2945, 0.7465, 2.2115)  0.06
H (-3.6760, 0.4950, 3.9158)  0.09
H (-3.2166, 2.1040, 3.3650)  0.06
C (-1.5065, -0.8879, 3.5309)  -0.12
H (-1.9211, -1.3165, 2.6115)  0.05
H (-0.4891, -1.2696, 3.6755)  0.07
H (-2.1227, -1.2681, 4.3621)  0.10
C (-1.0822, 1.0939, 4.9111)  -0.10
H (-1.0931, 2.1783, 5.0557)  0.06
H (-1.7489, 0.6579, 5.6717)  0.09
H (-0.0690, 0.7263, 5.1145)  0.08
C (1.2331, -3.7863, -1.4869)  -0.09
H (1.7324, -4.7351, -1.2504)  0.10
H (0.5132, -3.5896, -0.6916)  0.04
H (0.6719, -3.9292, -2.4153)  0.06
C (3.0131, -2.5506, -0.2210)  -0.09
H (3.9013, -1.9090, -0.2933)  0.08
H (2.3558, -2.1406, 0.5522)  0.04
H (3.3297, -3.5509, 0.1181)  0.10
C (3.3196, -3.0254, -2.6367)  -0.09
H (3.9840, -3.8026, -2.2322)  0.10
H (2.8690, -3.4453, -3.5390)  0.06
H (3.9492, -2.1765, -2.9174)  0.08
C (0.9450, 0.2962, -4.3702)  -0.12
H (2.0213, 0.3664, -4.5822)  0.09
H (0.4140, 0.3825, -5.3342)  0.10
H (0.6463, 1.1527, -3.7567)  0.02
C (-0.9612, -1.0488, -3.4997)  -0.12
H (-1.3122, -0.1724, -2.9457)  0.03
H (-1.4452, -1.0387, -4.4893)  0.09
H (-1.2903, -1.9512, -2.9700)  0.07
C (0.9787, -2.1710, -4.6040)  -0.10
H (2.0429, -2.1371, -4.8590)  0.08
H (0.7308, -3.1562, -4.1992)  0.07
H (0.4297, -2.0826, -5.5549)  0.10
Cd (-0.0937, -0.0233, 0.0177)  1.10
N (-0.2494, 1.7161, -1.4785)  0.13
C (-0.3686, 2.7031, -2.0895)  -0.12
C (-0.6059, 3.9030, -2.9345)  -0.58
C (-0.0202, 5.1137, -2.2156)  -0.03
C (0.1131, 3.6743, -4.2609)  -0.04
C (-2.1130, 4.0340, -3.1402)  -0.03
H (-0.5362, 5.2762, -1.2615)  0.08
H (1.0444, 4.9422, -2.0133)  0.10
H (-0.1055, 6.0315, -2.8068)  0.10
H (-0.3243, 2.8128, -4.7804)  0.08
H (0.0507, 4.5347, -4.9354)  0.10
H (1.1771, 3.4765, -4.0735)  0.10
H (-2.3744, 4.8833, -3.7805)  0.10
H (-2.5035, 3.1238, -3.6138)  0.10
H (-2.6159, 4.1666, -2.1739)  0.09
C (-0.2616, -4.9608, 3.0457)  -0.07
N (0.2697, -3.6932, 2.5724)  0.04
C (-0.2017, -2.9786, 1.5281)  -0.62
N (-1.3014, -3.4050, 0.8515)  0.19
O (0.4167, -1.9094, 1.2121)  -0.19
H (-1.3025, -4.8678, 3.3991)  0.09
H (0.3632, -5.2828, 3.8840)  0.10
H (-0.2207, -5.7337, 2.2603)  0.09
H (1.0654, -3.2718, 3.0531)  0.16
H (-1.7456, -2.7616, 0.1976)  0.06
H (-1.7565, -4.2703, 1.1485)  0.12

## Properties
**Molecular weight**: 692.183 g mol⁻¹
**Total charge**: +1
**HOMO level**: -8.2 eV
**Gap between HOMO and LUMO**: 0.20647 Ha

Record 4
C31H57HgN2O2P2 | ωB97M-V/def2-TZVPD

Each line ends with the Löwdin charge.
Positions of all 95 atoms, in Å:
C (-1.8153, 0.2063, 2.6631)  -0.39
C (-3.1075, -0.5939, 0.8682)  -0.40
C (-2.9092, 0.1417, 3.4960)  -0.08
C (-4.3040, -0.2988, 1.5800)  -0.04
C (-4.1908, -0.0173, 2.9545)  -0.05
H (-2.7111, 0.3411, 4.5491)  0.11
H (-5.2697, -0.4326, 1.1055)  0.11
H (-5.0587, -0.0118, 3.6086)  0.11
N (-1.9172, -0.1414, 1.3882)  0.01
P (0.6758, 1.4156, 1.9141)  1.06
P (-1.5787, -1.6232, -1.2096)  1.05
C (-0.4289, 0.6395, 3.2055)  -0.24
H (-0.5660, 1.3420, 4.0458)  0.09
H (0.1085, -0.2336, 3.6163)  0.09
C (-3.1652, -1.3055, -0.3756)  -0.31
H (-3.9624, -0.9503, -1.0303)  0.04
C (-1.4756, -1.3301, -3.1765)  -0.63
C (-1.8534, -3.4311, -0.7928)  -0.68
C (0.0175, 3.1812, 1.8225)  -0.66
C (2.4222, 1.3630, 2.5812)  -0.70
C (-0.4280, -0.2658, -3.5533)  -0.12
H (0.5752, -0.5138, -3.1854)  0.06
H (-0.3746, -0.1928, -4.6527)  0.09
H (-0.6914, 0.7236, -3.1743)  0.03
C (-1.0580, -2.6105, -3.9020)  -0.10
H (-0.0727, -2.9520, -3.5622)  0.08
H (-1.7940, -3.4112, -3.7999)  0.06
H (-0.9703, -2.3951, -4.9771)  0.10
C (-2.8389, -0.8333, -3.6493)  -0.10
H (-2.8102, -0.7030, -4.7476)  0.10
H (-3.6494, -1.5427, -3.4260)  0.09
H (-3.0545, 0.1452, -3.1968)  0.04
C (-0.6199, -4.2572, -1.1801)  -0.10
H (0.3223, -3.7290, -0.9353)  0.04
H (-0.6551, -5.1876, -0.5869)  0.09
H (-0.6460, -4.5263, -2.2466)  0.06
C (-2.0624, -3.5146, 0.7429)  -0.11
H (-1.2300, -3.0128, 1.2702)  0.02
H (-3.0204, -3.0624, 1.0309)  0.08
H (-2.0962, -4.5733, 1.0440)  0.09
C (-3.1519, -3.8595, -1.5232)  -0.08
H (-3.9003, -3.0442, -1.5271)  0.06
H (-2.9792, -4.1884, -2.5634)  0.07
H (-3.5860, -4.6938, -0.9490)  0.10
C (3.3077, 2.2216, 1.6631)  -0.09
H (4.3526, 2.0964, 1.9807)  0.10
H (3.2333, 1.8926, 0.6154)  0.07
H (3.0800, 3.2937, 1.7127)  0.07
C (2.9262, -0.0876, 2.5195)  -0.11
H (2.3107, -0.7616, 3.1294)  0.08
H (2.9677, -0.4591, 1.4869)  0.05
H (3.9495, -0.1069, 2.9243)  0.10
C (2.5130, 1.8172, 4.0431)  -0.08
H (1.8012, 1.2841, 4.6861)  0.08
H (3.5242, 1.5817, 4.4039)  0.10
H (2.3686, 2.8933, 4.1666)  0.06
C (-1.5212, 3.1640, 1.8471)  -0.09
H (-1.9255, 2.8662, 2.8251)  0.09
H (-1.8946, 4.1797, 1.6455)  0.10
H (-1.9275, 2.5018, 1.0753)  0.05
C (0.5065, 3.7882, 0.4987)  -0.10
H (0.1213, 3.2070, -0.3474)  0.03
H (0.1192, 4.8164, 0.4438)  0.10
H (1.6053, 3.8323, 0.4206)  0.07
C (0.4904, 4.0541, 2.9945)  -0.08
H (0.2486, 3.6304, 3.9803)  0.09
H (1.5631, 4.2721, 2.9359)  0.07
H (-0.0309, 5.0218, 2.9241)  0.10
Hg (0.2604, -0.2231, 0.0247)  0.85
C (0.9067, -2.5399, 1.1097)  -0.02
O (1.9716, -3.0049, 1.1560)  0.07
N (-1.2485, 1.9193, -1.4099)  0.16
C (-2.3500, 2.3422, -1.5829)  -0.12
C (-3.7943, 2.6368, -1.8400)  -0.53
C (-4.8376, 1.4684, -1.8789)  -0.04
C (-4.2024, 3.4570, -0.6129)  -0.06
C (-3.7464, 3.2992, -3.2239)  -0.04
H (-4.6956, 0.7143, -2.6605)  0.06
H (-5.0076, 0.9227, -0.9324)  0.07
H (-5.8160, 1.9261, -2.1277)  0.10
H (-3.4564, 4.2099, -0.3103)  0.08
H (-5.1586, 3.9907, -0.6697)  0.10
H (-4.3026, 2.7773, 0.2515)  0.09
H (-4.7152, 3.3283, -3.7381)  0.09
H (-3.3429, 4.3186, -3.1123)  0.10
H (-3.0476, 2.7358, -3.8848)  0.10
C (4.9562, -0.5477, -1.5935)  -0.07
C (3.5037, -0.9661, -1.6618)  -0.31
O (2.5793, 0.1003, -1.3837)  -0.20
H (5.2102, 0.1475, -2.3991)  0.08
H (5.6032, -1.4219, -1.6950)  0.09
H (5.2044, -0.0644, -0.6437)  0.08
H (3.2595, -1.3851, -2.6461)  0.12
H (3.2855, -1.7481, -0.9351)  0.09
H (2.8994, 0.8438, -1.9340)  0.10

## Properties
**Molecular weight**: 752.347 g mol⁻¹
**Total charge**: +1
**HOMO level**: -8.8 eV
**Gap between HOMO and LUMO**: 0.20700 Ha

Number 1: LUMO -0.2 eV. Number 2: LUMO 0.3 eV. Number 3: LUMO -2.6 eV. Number 4: LUMO -3.1 eV.